Molecular formula: C2H2N2O
Method: DFT, the ωB97M-V functional and the def2-TZVPD basis

The geometry in ORCA input format:
```
! RIJCOSX wB97M-V def2-TZVPD def2/J DEFGRID3
* xyz 0 1
C 0.61 -0.31 -0.18
C 0.30 0.73 -0.96
N 0.61 -1.32 0.47
N -1.30 -0.24 1.69
O -0.72 -1.23 1.55
H 0.13 1.77 -0.61
H 0.37 0.59 -1.96
*
```

Output
calculated total energy: -261.93243 a.u.
orbital gap (spin up / spin down): 7.4 / 7.4 eV
HOMO level (spin up / spin down): -0.308 / -0.308 Ha
energy above the lowest of the compared OMol25 structures with the same formula, charge and spin: 607.8 kJ/mol